1.
Below is a structure of composition C48H50F3NO9P3S3Ti in a non-equilibrium geometry, with properties calculated with ωB97M-V/def2-TZVPD.

Structure (XYZ):
```
118
Properties=species:S:1:pos:R:3:forces:R:3:lowdin_charge:R:1
Ti -0.19322 -0.15970 -1.01296 0.49 0.36 0.77 0.715
S -0.73219 -1.51161 -3.51652 -0.04 1.14 -0.60 0.877
S -1.43524 -3.80002 -1.20548 0.02 0.17 -0.02 0.319
S 0.41381 -3.18900 -1.26999 0.31 -0.55 -0.30 0.083
P -3.35084 -0.23468 -1.46245 -0.44 0.50 0.24 0.329
P -0.41020 -0.10181 1.84286 -0.36 -0.16 0.80 1.169
P 2.58794 0.06583 -1.53465 0.88 0.41 -0.22 1.184
F 1.08198 2.20806 0.27764 -0.18 -0.02 -0.17 -0.024
F -0.98135 2.60620 -0.25896 -0.04 -0.03 0.13 0.027
F 0.52742 2.63695 -1.78341 -0.01 0.01 -0.11 0.038
O 2.49428 -0.21396 1.49209 -0.04 -0.11 0.02 0.021
O 0.49430 -1.79649 -0.50465 0.12 -1.13 0.04 -0.590
O 0.84775 -2.85354 -2.66793 -0.42 -0.29 0.56 -0.515
O -3.32539 -0.93017 -2.74993 0.43 -0.30 -0.39 -0.286
O -4.08160 1.17269 -1.60802 0.01 0.24 0.29 -0.151
O -2.01870 -0.02287 -0.66498 -1.25 -0.25 -0.50 -0.381
O 1.34776 -4.07212 -0.62537 0.19 0.16 0.12 -0.368
O -4.23287 -0.92825 -0.34657 0.03 -0.04 0.20 -0.172
O -0.49370 -1.41363 -4.94660 0.10 -0.18 0.27 -0.423
N -0.22874 -0.21616 -2.78640 -0.63 -1.38 -1.40 -0.408
C 4.66595 -0.27711 3.45795 -0.06 0.02 -0.05 -0.431
C 4.86280 -0.27817 1.94816 0.04 -0.03 0.06 -0.092
C 2.46915 -1.09746 -4.09245 0.17 0.11 0.05 -0.147
C 5.28391 -0.14933 -0.80330 0.05 0.03 0.00 -0.103
C -1.94798 -4.27854 3.24595 0.03 -0.02 0.03 -0.087
C 5.56018 0.80381 4.08969 0.02 0.06 0.01 -0.030
C -2.11555 -2.34096 1.82732 -0.01 0.04 -0.04 -0.130
C 1.49498 0.49142 5.43486 -0.02 0.00 0.04 -0.068
C -5.64380 -1.27002 -0.36030 -0.01 0.00 -0.18 -0.603
C 3.10015 -1.13216 -2.84674 -0.12 0.03 0.03 -0.333
C 3.71296 2.62458 -1.22733 -0.03 -0.04 0.01 -0.103
C 0.52669 0.45860 4.44443 -0.02 0.01 0.10 -0.095
C 4.10352 4.27116 -2.93667 0.00 -0.01 0.02 -0.101
C 3.16131 2.12421 -3.49573 0.08 -0.03 0.18 -0.074
C 6.14444 -0.31951 1.41624 0.10 0.01 0.03 -0.029
C 2.21798 0.00419 2.81375 0.05 0.03 -0.12 -0.173
C 6.36579 -0.25204 0.05163 0.03 -0.01 -0.04 -0.061
C -2.22977 3.38601 2.99005 -0.01 -0.04 -0.02 -0.084
C -4.54552 1.48166 -4.01805 0.02 -0.06 0.01 -0.032
C -6.35879 -0.20577 0.45444 0.01 0.10 0.09 -0.025
C 4.15332 3.88372 -1.60482 -0.03 -0.01 0.02 -0.082
C 3.79119 -0.23840 1.05623 -0.15 0.10 0.08 -0.167
C -3.58691 3.10566 2.88810 0.04 0.01 0.00 -0.093
C 3.98086 -2.17985 -2.59228 0.02 -0.06 -0.02 -0.094
C -3.99539 1.82576 2.54543 0.04 0.01 0.01 -0.077
C 5.04384 -1.65685 4.02424 -0.02 -0.07 0.00 -0.014
C -3.05727 0.83112 2.29798 0.02 -0.05 0.05 -0.070
C -6.22830 -1.35913 -1.76873 0.24 0.07 -0.05 -0.027
C -2.57533 -3.59123 2.22289 -0.04 0.05 -0.06 -0.096
C -1.69448 1.10003 2.39572 0.06 0.12 -0.12 -0.337
C 3.97776 -0.16933 -0.32362 -0.17 0.00 -0.06 -0.260
C 3.60300 3.38627 -3.87737 -0.04 -0.03 0.00 -0.087
C 0.11679 1.92503 -0.69957 0.53 1.26 0.64 -0.597
C 3.71405 -3.01177 -4.83645 0.04 0.00 0.05 -0.084
C -1.29396 2.39428 2.73792 -0.02 0.00 -0.02 -0.113
C 4.29537 -3.10332 -3.58133 -0.06 0.03 0.01 -0.074
C -1.03512 -1.73486 2.46716 0.19 -0.13 -0.04 -0.291
C -4.06142 2.11995 -2.71997 0.04 -0.16 0.01 -0.604
C -0.38597 -2.46022 3.47582 -0.11 0.08 -0.07 -0.072
C 0.87035 0.19599 3.12706 0.08 0.01 -0.30 -0.278
C -0.84247 -3.71156 3.86426 0.01 0.04 -0.01 -0.086
C 3.21062 0.01591 3.78812 0.03 -0.03 0.04 -0.093
C 2.78139 -2.01551 -5.08101 -0.03 0.03 -0.04 -0.075
C 3.22405 1.71134 -2.16610 -0.07 0.00 0.02 -0.322
C -5.03020 3.20015 -2.26862 -0.07 0.07 0.08 -0.034
C -5.71390 -2.62335 0.32105 0.08 -0.13 0.09 -0.026
C 2.81684 0.25107 5.10131 0.02 0.02 0.07 -0.030
C -2.66321 2.68380 -2.88969 0.03 0.06 0.10 -0.021
H -5.05113 1.59988 2.45506 0.04 0.01 0.00 0.087
H -7.43546 -0.39594 0.46026 0.05 0.02 0.01 0.090
H -0.31957 -4.24916 4.64734 -0.01 0.02 -0.04 0.098
H 5.30136 1.78969 3.69406 0.03 -0.07 0.04 0.101
H 4.41975 -2.43528 3.57772 0.05 0.04 0.04 0.101
H -5.57862 -1.94791 -2.41910 -0.07 0.02 0.06 0.089
H -2.29242 -5.26454 3.53778 0.01 0.05 -0.01 0.099
H 5.44787 -0.04499 -1.86837 0.00 -0.02 0.02 0.119
H -3.83887 0.74212 -4.39357 -0.04 0.05 0.07 0.079
H 7.37535 -0.26451 -0.34236 -0.06 0.01 0.02 0.104
H 6.61481 0.61534 3.87896 -0.08 0.01 0.04 0.074
H -6.16638 0.77869 0.02153 -0.04 -0.05 0.04 0.083
H -5.24706 -2.57203 1.30927 -0.06 0.00 -0.09 0.078
H -3.39826 -0.15600 2.01706 0.00 0.02 -0.02 0.083
H -5.51197 0.99050 -3.88028 0.05 0.05 0.01 0.077
H 2.77165 1.47075 -4.25365 -0.09 -0.22 -0.15 0.089
H -6.75624 -2.92909 0.43787 0.04 -0.02 0.00 0.089
H -4.65882 2.27691 -4.76006 -0.03 -0.05 0.01 0.088
H -2.65461 3.40347 -3.71254 0.00 -0.03 0.03 0.095
H -5.18238 -3.36995 -0.27567 -0.05 0.05 0.05 0.098
H -4.32087 3.88422 3.06231 0.03 -0.03 0.02 0.096
H 4.40753 -2.31043 -1.60859 0.02 -0.01 -0.02 0.102
H 4.44381 5.25639 -3.23406 -0.01 -0.04 0.00 0.095
H -6.34187 -0.36571 -2.20873 0.02 -0.07 0.02 0.072
H 0.48903 -2.06282 3.96700 0.04 0.05 0.02 0.092
H 4.90100 -1.68059 5.10903 0.02 0.01 -0.08 0.083
H 3.95772 -3.73542 -5.60562 -0.03 0.01 0.03 0.098
H -5.99487 -0.21304 1.48677 -0.05 -0.01 -0.11 0.075
H 6.09051 -1.88862 3.80487 -0.08 0.02 0.02 0.084
H 4.97890 -3.91213 -3.35341 -0.01 0.01 0.00 0.100
H 6.99570 -0.39251 2.08616 -0.08 0.02 -0.06 0.109
H -2.59144 -1.86283 0.98382 0.01 0.01 -0.01 0.060
H 1.21735 0.67716 6.46551 0.01 0.00 -0.04 0.102
H -4.74816 3.56142 -1.27570 -0.01 -0.01 -0.11 0.089
H -6.04760 2.80121 -2.22026 0.05 0.04 0.01 0.083
H -0.23774 2.63321 2.79126 -0.05 0.01 -0.03 0.107
H -2.33299 3.18185 -1.97716 -0.04 -0.04 -0.12 0.079
H 3.54341 3.67673 -4.92008 0.00 -0.03 0.03 0.099
H 2.24980 -1.97715 -6.02626 0.05 0.02 0.09 0.108
H 5.44042 0.82656 5.17529 0.03 -0.01 -0.09 0.074
H -1.95463 1.89131 -3.12852 0.08 -0.06 -0.03 0.074
H -0.51617 0.61488 4.69488 0.05 -0.03 0.01 0.117
H -7.20951 -1.83297 -1.71347 -0.02 0.03 0.01 0.088
H -5.01321 4.03702 -2.97163 -0.02 -0.05 0.04 0.086
H 4.53126 4.56583 -0.85089 -0.03 -0.04 -0.03 0.100
H 3.74548 2.35307 -0.17947 0.02 0.02 -0.02 0.104
H 3.56383 0.24026 5.88794 -0.05 0.01 -0.05 0.108
H -3.40156 -4.04294 1.68483 0.08 0.03 0.04 0.094
H 1.65752 -0.41179 -4.26964 0.08 0.24 -0.09 0.064
H -1.89681 4.38487 3.24723 0.00 -0.03 -0.01 0.100
```
Positions in Å, forces in eV/Å.

Calculated values
Kohn-Sham gap: 7.36 eV
Energy relative to the best compared isomer or geometry (same formula, charge and spin): 25.8 kcal/mol
Multiplicity: 1
E_LUMO: 2.2 eV
Net charge: -1


2.
Below is an isolated molecule of C7H14N4S2 in a non-equilibrium geometry, with properties calculated with ωB97M-V/def2-TZVPD.

Structure (XYZ):
```
27
Properties=species:S:1:pos:R:3:forces:R:3:lowdin_charge:R:1
S -3.88634 2.69004 0.72288 0.85 -1.18 -0.66 0.721
S -5.20823 -2.29013 0.34907 1.27 1.15 -0.22 0.544
N -4.13573 -0.99997 -0.01875 0.79 -0.18 -2.33 -0.606
N -4.35607 0.20818 0.32772 -0.75 -0.66 1.16 -0.011
N -1.15746 0.63892 0.21124 -1.23 0.54 0.25 -0.004
N -3.07756 -1.24674 -0.89707 -1.30 -4.57 1.38 -0.013
C -3.45108 1.20565 0.08437 -2.35 1.91 0.45 -0.772
C 2.22526 0.09745 0.77290 -2.45 2.62 0.50 -0.239
C 1.31608 -0.53479 1.86225 2.86 -1.58 0.88 -0.120
C 0.09445 1.34917 -0.08258 0.68 -3.08 1.24 -0.186
C -2.26432 0.95289 -0.71462 2.48 -0.69 -2.21 -0.367
C 1.23924 0.36491 -0.44510 -0.35 0.27 2.62 -0.172
C -2.46115 -0.23814 -1.66706 0.25 0.58 2.64 -0.127
H 0.39272 1.90618 0.77013 0.24 0.69 0.75 0.114
H 0.38945 -0.04862 2.10213 0.02 0.70 0.41 0.036
H 2.93098 0.94069 1.14056 -1.54 -1.04 -0.80 0.132
H 0.98904 -1.46303 1.36017 0.10 0.00 0.70 0.070
H -1.60149 0.99076 1.04992 1.09 -0.09 0.74 0.085
H -1.97890 1.75712 -1.42184 -0.45 0.29 0.82 0.145
H -1.52247 -0.55784 -2.05290 0.81 -0.45 0.00 0.125
H 0.81518 -0.60653 -0.68874 -0.23 -0.14 0.11 0.097
H 1.74132 0.65154 -1.30442 1.20 0.94 -1.65 0.071
H -3.06367 -0.00350 -2.45338 -1.84 1.02 -2.50 0.096
H 1.99973 -0.80372 2.81126 -1.95 0.56 -1.90 0.115
H -0.08170 1.97018 -0.86232 -0.36 2.24 -2.41 0.069
H -3.08884 -2.28208 -1.17175 -0.04 2.29 0.58 0.147
H 2.79518 -0.63979 0.36315 2.20 -2.15 -0.54 0.048
```
Positions in Å, forces in eV/Å.

Calculated values
Kohn-Sham gap (spin up / spin down): 6.80 / 6.80 eV
Energy relative to the best compared isomer or geometry (same formula, charge and spin): 49.6 kcal/mol
Multiplicity: 1
E_LUMO (spin up / spin down): -1.9 / -1.9 eV
Net charge: 0